# 1
Molecular formula: C54H70AlBr2N7O14P
Method: DFT, ωB97M-V with the def2-TZVPD basis set

Element x y z (Å)
C (-0.7715, -0.6709, -0.7694)
C (-1.9607, -1.1246, 0.1375)
C (-1.5995, -1.2675, 1.6524)
C (-0.1349, -1.7499, 1.9413)
C (0.7681, -0.6467, 2.6066)
C (2.2406, -1.2175, 2.7139)
C (3.0561, -0.6060, 3.9015)
C (4.3102, 0.2598, 3.4468)
C (5.2989, -0.6054, 2.6072)
C (6.4254, 0.2007, 1.8572)
C (5.8779, 1.3389, 0.9248)
C (4.9504, 0.8408, -0.2469)
C (3.5350, 1.5324, -0.2233)
C (3.7150, 3.1072, -0.2988)
Al (2.7052, 4.0240, -1.8473)
C (4.1117, 5.2336, -2.7538)
C (1.2360, 5.2797, -1.1722)
Br (-0.5852, 4.9339, -1.8788)
C (1.0928, 5.3374, 0.3940)
C (0.7454, 3.9688, 1.0517)
Br (2.6404, 6.2653, 1.2576)
P (2.0298, 2.5123, -3.5275)
N (2.2087, 3.2882, -4.9305)
O (2.9933, 1.1159, -3.6384)
O (0.4165, 2.0485, -3.4583)
H (0.0390, -1.4229, -0.8364)
H (-1.1647, -0.5335, -1.8022)
H (-0.3563, 0.3137, -0.4567)
H (-2.7655, -0.3597, 0.0195)
H (-2.3569, -2.0732, -0.2966)
H (-2.3040, -2.0043, 2.1067)
H (-1.7934, -0.2837, 2.1363)
H (0.3805, -2.2051, 1.0729)
H (-0.2144, -2.5600, 2.7098)
H (0.8089, 0.2766, 1.9898)
H (0.3371, -0.3951, 3.5982)
H (2.7171, -1.0227, 1.7297)
H (2.1387, -2.3222, 2.8058)
H (2.3755, 0.0270, 4.5122)
H (3.4903, -1.3891, 4.5685)
H (3.8992, 1.1404, 2.9131)
H (4.7928, 0.5910, 4.3924)
H (4.8052, -1.2538, 1.8560)
H (5.8329, -1.2748, 3.3270)
H (7.0748, 0.6788, 2.6326)
H (7.0928, -0.4831, 1.2794)
H (5.3811, 2.0883, 1.5774)
H (6.7463, 1.8702, 0.4670)
H (5.4126, 1.2194, -1.1875)
H (4.8904, -0.2688, -0.2213)
H (3.1122, 1.3049, 0.7907)
H (2.8351, 1.0930, -0.9630)
H (3.4481, 3.5170, 0.6973)
H (4.8068, 3.3107, -0.4490)
H (4.1189, 6.2429, -2.2951)
H (5.0777, 4.6868, -2.6663)
H (3.8245, 5.2513, -3.8330)
H (1.4919, 6.3226, -1.4793)
H (0.2261, 6.0104, 0.5922)
H (1.1130, 3.0836, 0.4965)
H (-0.3615, 3.8826, 1.0882)
H (1.0759, 3.9311, 2.1160)
H (2.8729, 2.7806, -5.5144)
H (3.8352, 1.2493, -3.1839)
H (0.0679, 2.1011, -4.3567)
C (-6.3393, 0.9216, 5.0553)
C (-6.0907, 2.2890, 5.0170)
C (-5.0266, 2.7821, 4.2755)
C (-4.2213, 1.8952, 3.5736)
C (-4.4563, 0.5268, 3.6098)
C (-5.5215, 0.0416, 4.3561)
N (-3.1131, 2.4116, 2.7731)
O (-2.9224, 3.6092, 2.7771)
O (-2.4494, 1.6090, 2.1487)
H (-7.1720, 0.5419, 5.6290)
H (-6.7290, 2.9711, 5.5645)
H (-4.8392, 3.8470, 4.2508)
H (-3.8252, -0.1646, 3.0660)
H (-5.7159, -1.0226, 4.3910)
C (1.4828, 0.8581, -7.4898)
C (1.3896, 2.1616, -7.9628)
C (0.9167, 2.4029, -9.2459)
C (0.5368, 1.3290, -10.0430)
C (0.6331, 0.0223, -9.5818)
C (1.1093, -0.2098, -8.2991)
N (0.0154, 1.5783, -11.3859)
O (-0.0397, 2.7287, -11.7699)
O (-0.3380, 0.6206, -12.0458)
H (1.8474, 0.6754, -6.4846)
H (1.6830, 2.9882, -7.3266)
H (0.8469, 3.4198, -9.6066)
H (0.3419, -0.8133, -10.2036)
H (1.1864, -1.2237, -7.9272)
C (-2.3445, 2.1078, 10.5305)
C (-3.5190, 2.6631, 10.0366)
C (-4.3335, 1.9259, 9.1891)
C (-3.9618, 0.6323, 8.8479)
C (-2.7873, 0.0706, 9.3296)
C (-1.9770, 0.8155, 10.1746)
N (-4.8284, -0.1562, 7.9742)
O (-5.8379, 0.3700, 7.5521)
O (-4.4922, -1.2925, 7.7176)
H (-1.7133, 2.6843, 11.1961)
H (-3.8008, 3.6705, 10.3146)
H (-5.2455, 2.3647, 8.8083)
H (-2.4962, -0.9351, 9.0590)
H (-1.0600, 0.3878, 10.5586)
C (10.4757, 3.8232, -4.1826)
C (9.8686, 3.6797, -2.9408)
C (8.5948, 3.1368, -2.8485)
C (7.9432, 2.7381, -4.0074)
C (8.5366, 2.8835, -5.2534)
C (9.8095, 3.4297, -5.3375)
N (6.6118, 2.1443, -3.9107)
O (6.1176, 2.0508, -2.8042)
O (6.0795, 1.7770, -4.9335)
H (11.4726, 4.2427, -4.2509)
H (10.3895, 3.9888, -2.0437)
H (8.1278, 3.0285, -1.8786)
H (8.0251, 2.5771, -6.1555)
H (10.2844, 3.5460, -6.3033)
C (-4.5696, -6.1272, -4.3847)
C (-3.9524, -6.9767, -3.4745)
C (-3.7629, -6.5698, -2.1617)
C (-4.2002, -5.3094, -1.7738)
C (-4.8116, -4.4498, -2.6775)
C (-4.9948, -4.8642, -3.9884)
N (-4.0259, -4.8815, -0.3876)
O (-3.4700, -5.6449, 0.3771)
O (-4.4520, -3.7897, -0.0758)
H (-4.7206, -6.4507, -5.4078)
H (-3.6215, -7.9585, -3.7875)
H (-3.2823, -7.2375, -1.4610)
H (-5.1470, -3.4667, -2.3757)
H (-5.4719, -4.2043, -4.7014)
C (-8.5543, -6.3004, 2.0031)
C (-9.1292, -7.5306, 1.7033)
C (-8.4449, -8.4438, 0.9138)
C (-7.1841, -8.1130, 0.4346)
C (-6.6049, -6.8861, 0.7223)
C (-7.2958, -5.9767, 1.5102)
N (-6.4464, -9.0787, -0.3779)
O (-6.9846, -10.1378, -0.6268)
O (-5.3354, -8.7691, -0.7567)
H (-9.0889, -5.5918, 2.6244)
H (-10.1102, -7.7786, 2.0881)
H (-8.8980, -9.3985, 0.6847)
H (-5.6261, -6.6309, 0.3466)
H (-6.8511, -5.0174, 1.7431)

Forces on atoms 1 to 3 (eV/Å):
C -0.55 0.24 -0.26
C 0.42 0.23 -0.38
C -0.02 -0.26 -0.40

- Charge: -1

These are the Löwdin partial charges, in e, on atoms 1 to 8:
1. C -0.1122
2. C -0.2448
3. C -0.2133
4. C -0.2119
5. C -0.1964
6. C -0.2055
7. C -0.1993
8. C -0.1997

# 2
Molecular formula: C54H70N3O4SeZr
Method: DFT, ωB97M-V with the def2-TZVPD basis set

Element x y z (Å)
Zr (-0.8002, -0.2165, 0.8726)
C (-5.6842, -1.1232, -4.7830)
C (-4.2455, -1.0001, -5.3045)
C (-4.0611, 0.3633, -5.9848)
C (-4.0067, -2.0966, -6.3449)
C (-3.2861, -1.0941, -4.1284)
C (-3.3130, -0.1001, -3.1602)
C (-2.4804, -0.1815, -2.0641)
Se (-2.4296, 1.2734, -0.7837)
C (-0.8611, 2.1594, -1.5286)
C (-1.0207, 3.1478, -2.4837)
C (0.0891, 3.7230, -3.0857)
C (1.3372, 3.2146, -2.7346)
C (1.5292, 2.2346, -1.7739)
C (0.4009, 1.7156, -1.0932)
O (0.5034, 0.8834, -0.0751)
C (2.9093, 1.6457, -1.4897)
C (2.8413, 0.1485, -1.8361)
C (3.2858, 1.8121, -0.0094)
C (4.0152, 2.3032, -2.3221)
C (-0.0953, 4.8307, -4.1160)
C (1.2396, 5.3748, -4.6406)
C (-0.8951, 4.2726, -5.3026)
C (-0.8580, 5.9961, -3.4691)
C (-1.6035, -1.2631, -1.8392)
O (-0.9640, -1.3309, -0.6909)
C (-1.4940, -2.2211, -2.8735)
C (-2.3476, -2.1056, -3.9678)
C (-0.4520, -3.3435, -2.8902)
C (0.4647, -3.3636, -1.6621)
C (-1.1454, -4.7110, -2.9856)
C (0.4397, -3.1283, -4.1245)
H (-6.3883, -1.0303, -5.6060)
H (-5.8355, -2.0899, -4.3081)
H (-5.9051, -0.3475, -4.0548)
H (-4.6571, 0.4135, -6.8923)
H (-4.3714, 1.1739, -5.3329)
H (-3.0163, 0.5143, -6.2456)
H (-4.7109, -1.9777, -7.1651)
H (-3.0004, -2.0315, -6.7541)
H (-4.1581, -3.0857, -5.9173)
H (-3.9743, 0.7503, -3.2343)
H (-2.0248, 3.4548, -2.7364)
H (2.1998, 3.6146, -3.2327)
H (2.0813, -0.3434, -1.2248)
H (2.5799, 0.0199, -2.8847)
H (3.7998, -0.3362, -1.6580)
H (2.6043, 1.2495, 0.6269)
H (4.3002, 1.4510, 0.1585)
H (3.2529, 2.8630, 0.2723)
H (3.8330, 2.1927, -3.3879)
H (4.0987, 3.3605, -2.0808)
H (4.9716, 1.8337, -2.0967)
H (1.8274, 4.5915, -5.1158)
H (1.0508, 6.1462, -5.3851)
H (1.8196, 5.8212, -3.8337)
H (-0.3483, 3.4590, -5.7747)
H (-1.8588, 3.8924, -4.9771)
H (-1.0671, 5.0485, -6.0459)
H (-0.3172, 6.3617, -2.5981)
H (-0.9591, 6.8156, -4.1775)
H (-1.8531, 5.6962, -3.1525)
H (-2.2668, -2.8485, -4.7440)
H (-0.1010, -3.5627, -0.7542)
H (1.2122, -4.1467, -1.7832)
H (0.9816, -2.4121, -1.5468)
H (-1.7728, -4.8812, -2.1122)
H (-1.7712, -4.7778, -3.8702)
H (-0.4018, -5.5041, -3.0389)
H (0.8984, -2.1426, -4.0833)
H (1.2282, -3.8767, -4.1570)
H (-0.1321, -3.1992, -5.0443)
C (0.4742, 2.4518, 2.4682)
N (-0.8928, 2.0151, 2.1904)
C (-1.6548, 3.1667, 1.6973)
C (-1.5593, 1.5505, 3.4182)
C (-2.8171, 0.7915, 3.0469)
C (-4.0171, 1.0398, 3.6977)
C (-5.1494, 0.3175, 3.3573)
C (-5.0790, -0.6394, 2.3567)
C (-3.8815, -0.8588, 1.6878)
C (-2.7158, -0.1582, 2.0134)
H (0.5020, 3.2571, 3.2210)
H (0.9156, 2.8289, 1.5467)
H (1.0697, 1.6053, 2.8189)
H (-1.6122, 4.0014, 2.4125)
H (-2.6996, 2.8789, 1.5649)
H (-1.2588, 3.5129, 0.7420)
H (-1.8031, 2.3967, 4.0837)
H (-0.8794, 0.8880, 3.9683)
H (-4.0716, 1.8048, 4.4606)
H (-6.0878, 0.5183, 3.8522)
H (-5.9613, -1.2027, 2.0894)
H (-3.8538, -1.5988, 0.8834)
C (-2.7668, -5.6528, 1.8344)
C (-1.3362, -5.1617, 2.0911)
C (-1.2153, -3.7704, 1.7685)
N (-1.1522, -2.6538, 1.5110)
H (-2.8524, -6.6982, 2.1204)
H (-3.0140, -5.5611, 0.7793)
H (-3.4834, -5.0746, 2.4134)
H (-0.6254, -5.7245, 1.4788)
H (-1.0664, -5.2969, 3.1436)
C (8.0070, -1.7330, 5.2420)
O (6.6803, -1.4322, 4.8591)
C (5.9722, -0.5571, 5.6208)
C (6.4244, 0.0461, 6.7874)
C (5.6113, 0.9314, 7.4732)
C (4.3415, 1.2305, 7.0087)
C (3.8757, 0.6384, 5.8516)
C (4.6768, -0.2591, 5.1543)
N (4.2950, -0.7970, 3.9185)
C (3.0770, -1.0497, 3.4600)
C (1.9047, -1.2722, 4.1988)
C (1.9084, -1.6972, 5.5500)
C (0.7509, -2.0596, 6.1793)
C (-0.4705, -1.9829, 5.4942)
C (-0.5239, -1.5586, 4.1920)
C (0.6496, -1.1855, 3.4865)
O (0.6253, -0.7240, 2.2848)
H (8.3824, -2.4250, 4.4910)
H (8.0395, -2.2136, 6.2228)
H (8.6291, -0.8345, 5.2495)
H (7.4092, -0.1630, 7.1684)
H (5.9806, 1.3955, 8.3742)
H (3.7217, 1.9327, 7.5408)
H (2.8955, 0.8815, 5.4727)
H (5.0823, -0.9701, 3.3022)
H (2.9757, -1.1151, 2.3796)
H (2.8513, -1.7860, 6.0657)
H (0.7698, -2.4130, 7.1976)
H (-1.3822, -2.2610, 6.0032)
H (-1.4756, -1.4901, 3.6776)

Forces on atoms 1 to 3 (eV/Å):
Zr -0.01 -0.94 1.72
C 0.19 -0.01 -0.09
C -0.07 -0.02 -0.13

- Charge: +1
- Energy above the lowest of the compared OMol25 structures with the same formula, charge and spin: 1.228 eV

These are the Löwdin partial charges, in e, on atoms 1 to 8:
1. Zr 1.6211
2. C -0.0390
3. C -0.5573
4. C -0.0437
5. C -0.0587
6. C -0.1659
7. C -0.0596
8. C -0.3543

# 3
Molecular formula: C54H86ClI2N4O28
Method: DFT, ωB97M-V with the def2-TZVPD basis set

Element x y z (Å)
C (-1.1204, -5.3668, -2.4586)
C (-0.9690, -3.8503, -2.3742)
C (0.3258, -3.3846, -1.6798)
C (1.0803, -2.3337, -2.4848)
C (2.3930, -1.8882, -1.8378)
C (2.2874, -0.7818, -0.7867)
C (1.3761, 0.3842, -1.1708)
C (-0.0920, 0.1778, -0.7458)
C (-1.1455, 0.7117, -1.7208)
C (-2.3607, -0.2011, -1.8246)
C (-3.5058, 0.4066, -2.6694)
C (-4.6478, 0.9117, -1.7825)
C (-5.7119, -0.1458, -1.4788)
C (-5.2693, -1.2480, -0.5150)
C (-4.7222, -0.7724, 0.8254)
C (-5.7739, -0.3743, 1.8523)
C (-5.1826, -0.0794, 3.2502)
C (-3.7202, 0.3889, 3.2278)
C (-3.3217, 1.3069, 4.4008)
C (-2.4050, 0.6292, 5.4221)
N (-0.9850, 0.8194, 5.0798)
C (-0.3224, 0.0017, 4.2714)
N (-0.8224, -1.1284, 3.7383)
C (0.1116, -1.6149, 2.9457)
C (0.0358, -2.8378, 2.1214)
C (0.4286, -4.0890, 2.9124)
C (0.1920, -5.3323, 2.0540)
I (1.3893, -6.9671, 2.6823)
N (1.2069, -0.8362, 2.9833)
Cl (2.6597, -0.9831, 2.1824)
N (0.9434, 0.2049, 3.8486)
C (1.8381, 1.2823, 4.1555)
C (1.6260, 2.4300, 3.1611)
O (1.2136, 2.2429, 2.0642)
I (2.1469, 4.3673, 3.8784)
H (-1.8119, -5.6304, -3.2581)
H (-0.1766, -5.8575, -2.6865)
H (-1.5389, -5.7790, -1.5433)
H (-1.0399, -3.4038, -3.3648)
H (-1.8237, -3.4601, -1.8189)
H (0.9849, -4.2464, -1.5615)
H (0.0924, -3.0123, -0.6795)
H (0.4279, -1.4884, -2.7081)
H (1.3132, -2.7838, -3.4516)
H (3.1107, -1.6031, -2.6042)
H (2.8135, -2.7704, -1.3486)
H (1.9753, -1.1928, 0.1773)
H (3.2918, -0.3862, -0.6241)
H (1.7452, 1.3025, -0.7147)
H (1.4086, 0.5272, -2.2505)
H (-0.2507, -0.8958, -0.6236)
H (-0.2313, 0.6253, 0.2404)
H (-1.4581, 1.7140, -1.4172)
H (-0.7221, 0.8227, -2.7197)
H (-2.7398, -0.4176, -0.8272)
H (-2.0229, -1.1304, -2.2862)
H (-3.1102, 1.2536, -3.2304)
H (-3.8712, -0.3020, -3.4038)
H (-5.1467, 1.7534, -2.2655)
H (-4.2016, 1.3196, -0.8733)
H (-6.6329, 0.3374, -1.1485)
H (-5.9562, -0.6397, -2.4211)
H (-6.1144, -1.9194, -0.3462)
H (-4.5087, -1.8521, -1.0099)
H (-4.0364, 0.0488, 0.6381)
H (-4.1227, -1.5823, 1.2520)
H (-6.4564, -1.2203, 1.9397)
H (-6.3768, 0.4622, 1.5004)
H (-5.7816, 0.6895, 3.7383)
H (-5.2845, -0.9707, 3.8680)
H (-3.5115, 0.9113, 2.3015)
H (-3.0750, -0.4836, 3.2828)
H (-4.2027, 1.6942, 4.9095)
H (-2.7855, 2.1807, 4.0295)
H (-2.5456, 1.0620, 6.4090)
H (-2.5913, -0.4380, 5.4975)
H (-0.5136, 1.6458, 5.4072)
H (-0.9782, -2.9261, 1.7372)
H (0.7037, -2.7294, 1.2680)
H (1.4678, -4.0365, 3.2314)
H (-0.1880, -4.1714, 3.8064)
H (-0.8423, -5.6478, 2.1322)
H (0.4077, -5.1303, 1.0095)
H (1.6973, 1.6028, 5.1829)
H (2.8705, 0.9489, 4.0552)
C (-7.6910, 2.4338, -5.3017)
C (-8.5519, 1.2742, -4.8402)
O (-7.7146, 0.1452, -5.1138)
C (-6.4274, 0.5651, -5.1468)
O (-5.4845, -0.1572, -5.1866)
O (-6.3662, 1.9130, -5.1142)
H (-7.8279, 3.3339, -4.7090)
H (-7.8361, 2.6637, -6.3562)
H (-8.7561, 1.3047, -3.7683)
H (-9.4886, 1.1874, -5.3835)
C (6.1321, 1.8808, 2.7043)
C (6.1767, 0.6512, 3.5994)
O (7.5776, 0.3661, 3.6275)
C (8.2600, 1.4978, 3.3524)
O (9.4362, 1.6208, 3.4650)
O (7.4162, 2.4686, 2.9313)
H (5.3505, 2.5910, 2.9676)
H (6.0486, 1.6283, 1.6454)
H (5.8383, 0.8532, 4.6137)
H (5.6343, -0.2049, 3.2094)
C (10.1891, -1.6937, 4.2795)
C (11.6239, -1.2845, 4.0062)
O (12.3428, -2.4780, 4.3369)
C (11.5055, -3.5346, 4.2252)
O (11.8327, -4.6731, 4.2710)
O (10.2292, -3.1058, 4.0531)
H (9.4722, -1.2262, 3.6150)
H (9.8952, -1.5118, 5.3150)
H (11.7967, -1.0502, 2.9548)
H (11.9687, -0.4579, 4.6198)
C (-9.6962, -1.0063, -8.1594)
C (-11.1111, -0.6424, -8.5760)
O (-11.2058, 0.7264, -8.1485)
C (-9.9632, 1.2340, -8.0761)
O (-9.7049, 2.3868, -7.9044)
O (-9.0370, 0.2676, -8.2100)
H (-9.2036, -1.7026, -8.8308)
H (-9.6399, -1.3833, -7.1373)
H (-11.2526, -0.6773, -9.6563)
H (-11.8802, -1.2336, -8.0886)
C (5.1280, -7.6279, 1.2721)
C (5.7029, -8.9619, 1.7150)
O (5.6016, -9.7398, 0.5203)
C (5.5678, -8.9025, -0.5450)
O (5.6475, -9.2369, -1.6775)
O (5.4257, -7.6184, -0.1242)
H (5.5913, -6.7712, 1.7554)
H (4.0433, -7.5755, 1.3949)
H (6.7530, -8.8896, 2.0015)
H (5.1420, -9.4400, 2.5136)
C (2.2514, 8.2620, 1.6302)
C (1.4523, 7.3149, 0.7516)
O (0.3912, 8.1509, 0.2955)
C (0.7968, 9.4468, 0.3659)
O (0.2092, 10.3656, -0.0900)
O (1.9743, 9.5283, 1.0378)
H (3.3219, 8.0736, 1.6202)
H (1.8932, 8.2733, 2.6626)
H (2.0241, 6.9652, -0.1101)
H (1.0453, 6.4602, 1.2864)
C (10.4958, 4.5559, 1.0920)
C (11.5117, 3.8389, 1.9601)
O (12.6452, 3.7601, 1.0905)
C (12.5504, 4.7430, 0.1627)
O (13.4069, 5.0481, -0.5961)
O (11.3270, 5.3300, 0.2261)
H (9.8287, 5.2092, 1.6477)
H (9.9062, 3.8637, 0.4870)
H (11.7854, 4.4195, 2.8428)
H (11.1969, 2.8462, 2.2635)
C (1.7026, -1.7271, 7.2041)
C (2.7542, -2.4064, 8.0645)
O (3.8948, -2.4105, 7.1917)
C (3.7593, -1.4317, 6.2939)
O (4.6019, -1.0616, 5.5376)
O (2.5104, -0.8959, 6.3477)
H (1.0054, -1.1131, 7.7674)
H (1.1505, -2.4344, 6.5825)
H (3.0024, -1.8313, 8.9563)
H (2.5027, -3.4240, 8.3458)
C (-9.4743, 5.9846, -9.2895)
C (-9.8453, 4.7364, -10.0670)
O (-10.5817, 5.2792, -11.1690)
C (-10.2064, 6.5678, -11.3497)
O (-10.5090, 7.2399, -12.2781)
O (-9.4330, 6.9805, -10.3150)
H (-8.5088, 5.9217, -8.7957)
H (-10.2384, 6.2620, -8.5613)
H (-8.9689, 4.2138, -10.4539)
H (-10.4604, 4.0435, -9.5047)

Forces on atoms 1 to 3 (eV/Å):
C -0.22 0.12 -0.34
C -0.07 0.03 0.41
C -0.21 -0.07 -0.27

- Charge: +1

These are the Löwdin partial charges, in e, on atoms 1 to 8:
1. C -0.1025
2. C -0.2539
3. C -0.2200
4. C -0.2025
5. C -0.1835
6. C -0.2674
7. C -0.1899
8. C -0.2046

Number 1: LUMO energy 0.399 eV, frontier orbital gap 5.3 eV, HOMO energy -4.9 eV. Number 2: LUMO energy -3.742 eV, frontier orbital gap 5.8 eV, HOMO energy -9.6 eV. Number 3: LUMO energy -3.492 eV, frontier orbital gap 8.2 eV, HOMO energy -11.7 eV.